{"formula": "C19H25N3O3", "method": "ωB97M-V with the def2-TZVPD basis set", "smiles": "CCCC(=O)OCC(=O)Nc1cc(C(C)(C)C)nn1-c1ccccc1", "e_above_lowest_ev": 18.2069, "symbols": ["C", "C", "C", "C", "O", "O", "C", "C", "O", "N", "C", "C", "C", "C", "C", "C", "C", "N", "N", "C", "C", "C", "C", "C", "C", "H", "H", "H", "H", "H", "H", "H", "H", "H", "H", "H", "H", "H", "H", "H", "H", "H", "H", "H", "H", "H", "H", "H", "H", "H"], "xyz": [[1.0931, -1.6300, -5.0979], [1.2760, -1.3881, -3.6041], [2.2880, -2.4669, -3.3323], [2.7471, -2.2112, -1.7807], [2.4600, -2.8542, -0.9293], [3.3094, -1.2201, -1.4834], [3.6175, -0.8879, -0.1355], [2.4755, -0.3334, 0.6456], [2.3750, 0.0861, 1.6474], [1.4122, 0.0807, -0.0677], [0.0900, 0.5485, 0.2389], [-0.4214, 1.7230, -0.3142], [-1.6655, 1.9726, 0.4806], [-2.7807, 2.7558, 0.5547], [-3.6105, 2.4486, -0.8872], [-3.6570, 2.6751, 1.8668], [-2.0004, 4.1899, 0.4756], [-1.5003, 1.0456, 1.5459], [-0.5701, 0.2083, 1.5336], [-0.0688, -0.7572, 2.3484], [0.3008, -2.0969, 1.8134], [0.8111, -3.0162, 2.8278], [0.4054, -2.8384, 4.2239], [-0.0292, -1.5623, 4.5968], [-0.5984, -0.8559, 3.7467], [0.2213, -0.8431, -5.5386], [0.6161, -2.8222, -5.2150], [2.0979, -1.6619, -5.7416], [1.6413, -0.4249, -3.3904], [0.4102, -1.5700, -3.0827], [1.9878, -3.3744, -3.3017], [3.3336, -2.1657, -3.7511], [3.8999, -1.6371, 0.4226], [4.5655, -0.1800, 0.0196], [1.5386, -0.0974, -1.1724], [-0.2953, 2.2581, -1.3110], [-2.8852, 2.6340, -1.6423], [-3.9794, 1.5669, -0.9215], [-4.3441, 3.2639, -1.0134], [-4.2381, 1.6069, 1.7184], [-2.9642, 3.0982, 2.6507], [-4.4874, 3.4061, 1.6041], [-1.5518, 4.6469, 1.3001], [-1.2439, 4.4125, -0.4196], [-2.8944, 4.9683, 0.2507], [0.5496, -2.0981, 0.8056], [1.1388, -3.8983, 2.3760], [0.5381, -3.6819, 4.9777], [-0.4674, -1.3824, 5.4437], [-0.9462, 0.3603, 4.0186]], "forces_ev_per_angstrom": [[-3.0, -0.9, -2.8], [2.0, -1.8, -3.1], [6.2, 8.4, 4.4], [-3.1, -2.8, -10.0], [-5.0, -10.8, 9.4], [7.6, 12.9, 0.0], [1.3, 4.0, -1.0], [-1.7, -0.7, -11.7], [2.7, 3.4, 16.6], [-2.5, -1.8, -9.4], [2.9, 0.3, 1.9], [-3.5, -0.1, -0.1], [7.5, -8.8, 3.8], [-2.2, 4.0, -2.0], [2.9, 8.0, 2.9], [-1.0, -0.3, -3.6], [-3.7, 2.4, -4.3], [-6.3, 3.8, 1.5], [4.7, 2.0, -8.3], [-3.5, -6.0, 2.5], [1.4, 3.5, 4.9], [-3.7, 2.2, 0.7], [2.9, -1.7, -1.9], [2.1, -7.2, 1.4], [-0.6, 12.6, -8.8], [2.6, -2.3, 0.7], [1.3, 3.6, 0.1], [-2.3, 0.5, 1.5], [0.6, 1.3, 0.2], [-2.2, -0.3, 1.2], [-1.8, -6.1, -0.6], [-2.1, -1.2, -0.5], [1.5, -4.8, 2.3], [-2.3, -1.0, -1.3], [-0.9, 0.6, 3.3], [0.6, -1.2, 1.6], [0.6, -0.2, -0.8], [-2.5, -6.0, 0.0], [-0.1, -0.6, 0.1], [2.0, 2.4, 1.7], [-1.4, -1.5, -0.1], [0.9, -0.5, 0.8], [0.8, -0.3, 1.9], [-1.7, -1.2, 1.7], [1.9, -1.3, 0.3], [0.4, -0.9, -1.7], [0.7, -1.6, 0.1], [0.1, 1.4, -1.1], [-1.3, 0.4, 5.9], [0.3, -3.9, -0.3]]}